{"formula": "C4H11N3O2", "method": "ωB97M-V with the def2-TZVPD basis set", "elements": ["C", "C", "C", "O", "N", "H", "H", "H", "H", "H", "H", "H", "C", "N", "N", "O", "H", "H", "H", "H"], "coordinates": [[-1.252, -0.936, -1.059], [-1.774, 0.422, 1.031], [-0.758, 0.042, -0.016], [-0.002, 2.255, 0.139], [0.084, 1.007, -0.554], [0.901, 2.332, 0.520], [-2.020, -0.434, -1.652], [-2.532, 1.058, 0.567], [-1.690, -1.824, -0.600], [-0.461, -1.229, -1.750], [-2.258, -0.468, 1.438], [-1.317, 1.005, 1.828], [1.607, 0.218, 0.055], [0.567, -0.833, 0.810], [2.250, -0.529, -0.948], [2.227, 1.024, 0.752], [3.190, -0.173, -1.067], [1.781, -0.512, -1.844], [0.668, -0.634, 1.802], [0.789, -1.793, 0.548]], "forces_ev_per_angstrom": [[-0.03, 0.00, 0.06], [0.04, 0.07, -0.07], [0.73, -0.89, 0.93], [0.22, -0.63, -0.09], [0.97, 0.21, -0.44], [-0.06, -0.08, 0.12], [0.03, 0.00, 0.08], [0.04, -0.06, 0.00], [0.03, 0.02, -0.02], [0.03, 0.02, 0.09], [0.03, 0.04, -0.05], [0.01, -0.03, -0.04], [-1.42, 0.82, -0.08], [-0.08, 1.43, -0.76], [0.25, -0.14, -0.49], [-0.29, -0.61, 0.26], [-0.08, 0.06, 0.06], [-0.17, 0.04, 0.11], [-0.14, -0.33, 0.03], [-0.11, 0.06, 0.32]], "mulliken_charge": [-1.432, -1.426, 1.081, -0.440, -0.351, 0.338, 0.358, 0.367, 0.355, 0.289, 0.370, 0.400, 0.793, -0.428, -0.615, -0.765, 0.275, 0.230, 0.300, 0.302], "smiles": "CC1(C)[NH2+][C@](N)([O-])N1O", "relative_energy_kj_mol": 377.94, "energy_ha": -473.6588, "mol_weight_g_mol": 133.2, "total_charge": 0}